DFT (the ωB97M-V functional and the def2-TZVPD basis) results for the ion C2H5N2O with charge +1 at a distorted geometry.

As for the total charge: +1. As for the multiplicity: 3. The calculation puts the relative energy (zero: lowest compared OMol25 entry of this formula, charge and spin) at 52.5 kJ/mol.

Structure (XYZ):
```
10
Properties=species:S:1:pos:R:3:mulliken_spin:R:1
H -0.2080 1.2438 -0.8148 -0.021
C -0.9152 -0.2958 0.2067 0.009
H 2.0317 0.6902 0.6858 0.024
O -3.2435 0.0549 -0.0151 0.790
C 1.4632 0.0777 0.0015 -0.004
N 0.1379 0.5101 -0.1775 0.473
H 1.9350 -0.1712 -0.9946 0.019
N -2.1071 0.0701 0.1327 0.666
H 1.4017 -0.9559 0.4151 0.001
H -0.4956 -1.2239 0.5604 0.043
```

DFT (the ωB97M-V functional and the def2-TZVPD basis) results for the ion C2H5N2O with charge +1 at a distorted geometry.

As for the total charge: +1. As for the multiplicity: 3. The calculation puts the relative energy (zero: lowest compared OMol25 entry of this formula, charge and spin) at 216.2 kJ/mol.

Structure (XYZ):
```
10
Properties=species:S:1:pos:R:3:mulliken_spin:R:1
N -2.3529 0.3527 0.0765 0.158
C -1.2182 0.2458 0.2523 0.744
N 1.3807 0.4190 0.3024 -0.002
H 1.5382 0.2143 1.3432 0.010
O 0.1870 -1.7757 0.1998 0.816
H 0.2288 -0.2734 -1.3265 0.111
H 2.1033 -0.1917 -0.2697 0.001
H -3.2937 0.1863 -0.4370 0.042
H 1.2553 1.4093 0.0561 -0.003
C 0.1714 -0.5865 -0.1971 0.122
```

DFT (the ωB97M-V functional and the def2-TZVPD basis) results for the ion C2H5N2O2 with charge +1 at a distorted geometry.

As for the total charge: +1. As for the multiplicity: 1. The SMILES is O=NCC[NH+]=O. The calculation puts the relative energy (zero: lowest compared OMol25 entry of this formula, charge and spin) at 598.6 kJ/mol.

Structure (XYZ):
```
11
Properties=species:S:1:pos:R:3:mulliken_charge:R:1
H 0.5787 -1.6598 0.7016 0.378
C 0.7608 -0.8070 -0.0647 -0.371
H -1.2988 0.1602 0.0148 0.356
O 1.5738 1.6586 0.0647 -0.304
H -0.1447 0.2635 1.4862 0.336
N 1.9654 -0.2190 -0.1150 0.562
O 2.9901 -0.5749 0.0983 -0.215
N 0.3236 1.5930 -0.1052 0.134
C -0.2834 0.3937 0.3615 -0.526
H 0.4235 -1.0930 -1.0927 0.327
H -0.1881 1.9388 -0.9482 0.323
```

DFT (the ωB97M-V functional and the def2-TZVPD basis) results for the ion C2H5N2O5S2 with charge +1 at a distorted geometry.

As for the total charge: +1. As for the multiplicity: 1. The SMILES is CSN1OS(=O)(=O)OOC1=[NH2+]. The calculation puts the relative energy (zero: lowest compared OMol25 entry of this formula, charge and spin) at 199.7 kJ/mol.

Structure (XYZ):
```
16
Properties=species:S:1:pos:R:3:mulliken_charge:R:1
O 3.3320 -1.4190 -0.4230 -0.478
O 1.6826 1.7278 -0.1971 -0.160
C -2.5170 -1.4669 -0.4267 -0.807
O 0.9938 -0.9096 -0.9416 -0.186
O 2.6806 0.9241 -0.6624 -0.115
N -0.2548 1.8605 0.8890 -0.334
O 1.8764 -0.2129 1.2153 -0.505
S -1.0586 -0.9231 0.6079 0.045
H -2.3789 -2.4685 -0.7616 0.309
H -1.2855 1.4842 1.0158 0.250
H -0.0050 2.8034 1.1844 0.292
N -0.0062 -0.0348 -0.5247 -0.019
C 0.5218 1.2464 0.0782 0.812
H -2.5516 -0.6941 -1.1551 0.306
H -3.3491 -1.3561 0.1836 0.390
S 2.3196 -0.5614 -0.0820 1.198
```

DFT (the ωB97M-V functional and the def2-TZVPD basis) results for the molecule C2H5N2O6P at a distorted geometry.

As for the total charge: 0. As for the multiplicity: 1. The SMILES is NP(O)OC(=O)OCON=O.

Structure (XYZ):
```
16
Properties=species:S:1:pos:R:3:mulliken_charge:R:1
O 1.1962 0.4880 1.5976 -0.445
C -0.3235 1.4867 -0.5915 0.580
H 3.4653 -0.4185 0.5419 0.289
O 0.1501 2.5326 -0.4182 -0.470
O -1.6485 1.3290 -0.3704 -0.324
H 1.2955 1.4526 1.4722 0.348
P 1.2828 -0.3643 0.1887 0.272
H 3.1368 -0.9347 -0.9776 0.288
H -3.0609 0.1470 0.4650 0.300
C -2.0283 0.0507 0.1181 -0.335
H -1.4028 -0.2966 0.9503 0.411
O 0.4569 0.4693 -1.0504 -0.207
O -2.0483 -0.8762 -0.9732 -0.200
N -1.3935 -2.0993 -0.6875 0.357
O -2.0144 -2.7669 0.0384 -0.309
N 2.9366 -0.1993 -0.3034 -0.555
```

DFT (the ωB97M-V functional and the def2-TZVPD basis) results for a structure of composition C2H5N2S3 at a distorted geometry.

As for the total charge: +1. As for the multiplicity: 1. The calculation puts the relative energy (zero: lowest compared OMol25 entry of this formula, charge and spin) at 304.1 kJ/mol.

Structure (XYZ):
```
12
Properties=species:S:1:pos:R:3:mulliken_charge:R:1
C -0.7705 -1.3156 1.0375 0.099
N -1.9191 -1.9190 0.7620 -0.302
N 0.9112 0.6609 0.9711 -0.339
S 1.9210 1.8553 -0.0810 0.130
H -0.0782 -1.6251 1.8255 0.391
H -2.4590 -2.5006 1.4282 0.300
C 1.3411 1.3906 -1.5133 -0.015
H 1.0513 1.6674 -3.8172 0.175
H 1.0088 0.8213 1.9134 0.305
S 1.9139 2.0528 -2.8524 -0.111
S -0.5605 0.2376 0.2691 0.144
H -2.3599 -1.3259 0.0572 0.223
```

DFT (the ωB97M-V functional and the def2-TZVPD basis) results for a structure of composition C2H5N3 at a distorted geometry.

As for the total charge: 0. As for the multiplicity: 1. The calculation puts the relative energy (zero: lowest compared OMol25 entry of this formula, charge and spin) at 520.7 kJ/mol.

Structure (XYZ):
```
10
Properties=species:S:1:pos:R:3:mulliken_charge:R:1
H 1.8806 1.0211 -0.7062 0.268
H 0.9632 1.0319 0.8084 0.256
H 0.5440 -1.0471 -1.4843 0.378
N -2.4599 0.2061 0.3575 -0.324
H -2.0106 0.6193 1.1830 0.252
C 1.3897 0.3898 0.0381 -0.869
N -1.9337 -1.0713 0.0868 -0.491
N -0.8672 -0.4692 -0.1767 0.273
H 2.1631 -0.2322 0.4974 0.262
C 0.3309 -0.4484 -0.6040 -0.006
```

DFT (the ωB97M-V functional and the def2-TZVPD basis) results for the molecule C2H5N3 at a distorted geometry.

As for the total charge: 0. As for the multiplicity: 1. The SMILES is C=NN1CN1. The calculation puts the relative energy (zero: lowest compared OMol25 entry of this formula, charge and spin) at 395.6 kJ/mol.

Structure (XYZ):
```
10
Properties=species:S:1:pos:R:3:mulliken_charge:R:1
H 0.4493 0.9742 -2.6856 0.289
H 1.0525 -0.6605 -1.6824 0.197
H -0.9619 -1.3364 0.4561 0.260
N 0.1233 0.9245 -0.6556 -0.403
C -0.1636 -0.7090 1.1176 -0.072
H -1.3877 0.7500 1.2574 0.271
N -0.5485 0.5163 1.6349 -0.573
H 0.4372 -1.3611 1.7404 0.230
C 0.5808 0.4650 -1.7202 -0.273
N 0.4186 0.4368 0.5373 0.074
```

DFT (the ωB97M-V functional and the def2-TZVPD basis) results for a cluster of 2 separate species, C2H5N3O in total.

As for the total charge: 0. As for the multiplicity: 1. The calculation puts the relative energy (zero: lowest compared OMol25 entry of this formula, charge and spin) at 259.3 kJ/mol.

Structure (XYZ):
```
11
Properties=species:S:1:pos:R:3:mulliken_charge:R:1
H 1.6526 1.4438 1.4202 0.432
N -1.1958 0.2222 -1.1883 -0.396
H -1.3289 -0.3032 -2.0396 0.255
N 1.2896 -0.0858 0.0080 -0.594
N -1.1621 -1.5599 0.3570 -0.622
H -0.8073 1.1497 -1.2579 0.245
O -0.3103 0.9971 1.0610 -0.606
C 0.9392 0.8302 0.8546 0.100
C -0.8233 -0.4734 -0.1105 0.736
H -0.5361 -1.9758 1.0332 0.270
H 2.2823 -0.2449 -0.1376 0.181
```

DFT (the ωB97M-V functional and the def2-TZVPD basis) results for the molecule C2H5N3O at a distorted geometry.

As for the total charge: 0. As for the multiplicity: 1. The SMILES is NN1C=CON1. The calculation puts the relative energy (zero: lowest compared OMol25 entry of this formula, charge and spin) at 559.7 kJ/mol.

Structure (XYZ):
```
11
Properties=species:S:1:pos:R:3:mulliken_charge:R:1
C -0.0514 -1.0215 -0.3610 -0.299
H -1.3275 0.3388 1.4524 0.262
H -0.7867 -1.8723 -0.5367 0.295
H 1.7341 -1.6517 0.4501 0.561
C 1.1531 -0.8986 0.2052 -0.285
H 0.9666 1.3494 -1.2435 0.271
N -0.5654 0.3465 -0.4839 -0.102
H -1.9173 1.3687 0.0247 0.280
N 0.6887 1.1788 -0.2749 -0.240
N -1.6126 0.5084 0.4486 -0.479
O 1.7183 0.3535 0.3191 -0.263
```

DFT (the ωB97M-V functional and the def2-TZVPD basis) results for the molecule C2H5N3O.

As for the total charge: 0. As for the multiplicity: 1. The SMILES is [H]/N=C/NC(N)=O. The calculation puts the relative energy (zero: lowest compared OMol25 entry of this formula, charge and spin) at 33.6 kJ/mol.

Structure (XYZ):
```
11
Properties=species:S:1:pos:R:3:mulliken_charge:R:1
C 0.7154 0.5989 0.3252 0.543
H -2.0857 -0.9248 -2.0971 0.262
N -1.7091 -0.9409 -1.1525 -0.641
H -0.3053 -1.1071 0.7824 0.302
H 1.0072 1.8589 1.8698 0.235
N 0.2490 -0.6930 0.0407 -0.328
H 0.7056 0.2410 2.3863 0.207
C -0.4608 -0.7455 -1.1823 0.047
O 1.0435 1.3744 -0.5529 -0.586
H 0.1514 -0.5916 -2.0720 0.354
N 0.6889 0.9297 1.6524 -0.396
```

DFT (the ωB97M-V functional and the def2-TZVPD basis) results for the molecule C2H5N3O at a distorted geometry.

As for the total charge: 0. As for the multiplicity: 1. The SMILES is [H]/N=C(\N)ON=C. The calculation puts the relative energy (zero: lowest compared OMol25 entry of this formula, charge and spin) at 355.9 kJ/mol.

Structure (XYZ):
```
11
Properties=species:S:1:pos:R:3:mulliken_charge:R:1
H -0.0490 2.1184 0.9065 0.185
N -0.5051 1.7561 0.1243 -0.380
N 0.5592 -1.2307 -0.4102 -0.391
O 0.1708 -0.2825 0.6940 -0.290
H -1.0043 2.3802 -0.4598 0.191
H 2.2240 -2.4556 -0.7561 0.255
C 1.6728 -1.7231 -0.1502 -0.177
C -0.8737 0.4630 0.0983 0.686
H 2.4257 -1.3744 0.5677 0.249
N -1.9201 -0.1296 -0.1613 -0.568
H -2.7005 0.4784 -0.4530 0.240
```

DFT (the ωB97M-V functional and the def2-TZVPD basis) results for the molecule C2H5N3O at a distorted geometry.

As for the total charge: 0. As for the multiplicity: 1. The SMILES is [H]/N=C\NC(N)=O. The calculation puts the relative energy (zero: lowest compared OMol25 entry of this formula, charge and spin) at 92.2 kJ/mol.

Structure (XYZ):
```
11
Properties=species:S:1:pos:R:3:mulliken_charge:R:1
H -2.8422 -0.2032 -0.4017 0.258
H -1.5088 -1.4710 -0.1770 0.218
H 0.1833 -1.0311 0.8624 0.220
N -1.8663 -0.5241 -0.1472 -0.401
C 1.5226 0.4500 0.2842 0.075
O -1.0289 1.6368 -0.1683 -0.587
N 2.5208 0.1297 -0.4095 -0.553
N 0.2645 -0.2274 0.2558 -0.357
C -0.9103 0.4407 -0.0192 0.531
H 2.1899 -0.5163 -1.0581 0.278
H 1.4754 1.3159 0.9788 0.318
```

DFT (the ωB97M-V functional and the def2-TZVPD basis) results for the molecule C2H5N3O at a distorted geometry.

As for the total charge: 0. As for the multiplicity: 1. The SMILES is [H]/N=C1/[NH2+][C@]1(N)[O-]. The calculation puts the relative energy (zero: lowest compared OMol25 entry of this formula, charge and spin) at 335.8 kJ/mol.

Structure (XYZ):
```
11
Properties=species:S:1:pos:R:3:mulliken_charge:R:1
O -0.7707 -1.1996 1.2503 -0.586
H -2.0575 0.9178 1.2256 0.253
N -1.1593 1.0135 0.7721 -0.522
H -0.0709 -1.4566 -2.2862 0.267
N 0.7147 -1.0473 -1.7825 -0.631
H 2.0388 -0.5108 0.3411 0.249
C -0.4933 -0.1991 0.6330 0.697
H -1.1903 1.6027 -0.0461 0.267
N 1.2355 0.1027 0.2184 -0.428
H 1.4324 1.0373 0.5610 0.304
C 0.3206 -0.2607 -0.8866 0.130
```

DFT (the ωB97M-V functional and the def2-TZVPD basis) results for the molecule C2H5N3O2 at a distorted geometry.

As for the total charge: 0. As for the multiplicity: 1. The calculation puts the relative energy (zero: lowest compared OMol25 entry of this formula, charge and spin) at 599.2 kJ/mol.

Structure (XYZ):
```
12
Properties=species:S:1:pos:R:3:mulliken_charge:R:1
N -0.9023 1.3649 -1.6357 -0.208
O -1.0693 0.6779 1.5765 -0.647
H 1.1418 1.4281 0.2325 0.265
H 2.3379 -0.8623 -0.1357 0.343
C -0.5560 -0.0274 0.7056 0.922
O 1.7679 -0.2456 -0.6123 -0.432
H -0.7679 -1.7619 1.6803 0.230
N -0.6102 -1.4271 0.7397 -0.526
N 1.0586 0.4297 0.4264 -0.487
H -1.5538 1.8071 -2.2609 0.312
H 0.0382 -1.8891 0.1158 0.238
C -0.8849 0.5057 -0.8321 -0.009
```

DFT (the ωB97M-V functional and the def2-TZVPD basis) results for the molecule C2H5N3O2 at a distorted geometry.

As for the total charge: 0. As for the multiplicity: 1. The SMILES is [H]/N=C(/N)O/C=N/O. The calculation puts the relative energy (zero: lowest compared OMol25 entry of this formula, charge and spin) at 394.4 kJ/mol.

Structure (XYZ):
```
12
Properties=species:S:1:pos:R:3:mulliken_charge:R:1
C -0.3320 0.2724 1.0336 0.427
N 0.5411 -0.5376 1.4730 -0.651
C -0.1825 0.1800 -1.3080 0.102
H -0.4748 0.6465 -2.2869 0.358
H -0.7542 0.6917 2.9350 0.322
O -0.6431 0.8331 -0.2490 -0.290
H 1.5046 -2.0141 -2.2815 0.349
N -1.1692 0.9821 1.9989 -0.533
H 1.0183 -1.0078 0.6423 0.434
H -1.0570 2.0490 1.7150 0.256
N 0.5071 -0.8836 -1.1987 -0.357
O 1.0417 -1.2118 -2.4737 -0.418
```

DFT (the ωB97M-V functional and the def2-TZVPD basis) results for the molecule C2H5N3O2 at a distorted geometry.

As for the total charge: 0. As for the multiplicity: 1. The SMILES is Nc1on(O)c1N. The calculation puts the relative energy (zero: lowest compared OMol25 entry of this formula, charge and spin) at 562.3 kJ/mol.

Structure (XYZ):
```
12
Properties=species:S:1:pos:R:3:mulliken_charge:R:1
H -2.2342 1.2405 0.5513 0.248
H 1.8871 1.4244 0.7977 0.273
C 0.3769 0.2390 0.1918 -0.384
H 1.9436 -1.6048 -1.8558 0.371
N 1.0151 1.0325 1.1297 -0.507
N 0.9129 -0.9794 -0.4140 -0.043
N -2.1473 0.2699 0.2934 -0.487
O -0.6701 -1.2691 -0.7743 -0.368
H 1.1420 0.6068 2.0434 0.224
H -2.8990 -0.0960 -0.2712 0.253
O 1.5716 -0.7470 -1.5968 -0.337
C -0.8986 -0.1169 -0.0953 0.757
```

DFT (the ωB97M-V functional and the def2-TZVPD basis) results for the molecule C2H5N3O2S at a distorted geometry.

As for the total charge: 0. As for the multiplicity: 1. The SMILES is ONC1=NSCON1. The calculation puts the relative energy (zero: lowest compared OMol25 entry of this formula, charge and spin) at 442.5 kJ/mol.

Structure (XYZ):
```
13
Properties=species:S:1:pos:R:3:mulliken_charge:R:1
H 2.3845 0.9280 -0.3388 0.222
N 2.0059 0.1551 0.1290 -0.126
H -2.4983 0.2577 1.1136 0.320
N 0.2253 -1.2627 -0.1243 -0.587
H 0.3592 1.9773 0.0645 0.276
O 2.8565 -0.8936 -0.0646 -0.424
C -2.2028 0.0252 0.1223 -0.297
H -3.0756 -0.0153 -0.4998 0.278
O -1.4123 1.0849 -0.3774 -0.271
C 0.6614 -0.0728 0.0288 0.602
S -1.4370 -1.6297 0.0021 -0.081
N -0.1130 1.0779 0.1959 -0.294
H 2.2463 -1.6319 -0.2512 0.382
```

DFT (the ωB97M-V functional and the def2-TZVPD basis) results for the molecule C2H5N3S at a distorted geometry.

As for the total charge: 0. As for the multiplicity: 1. The SMILES is C=NN/C=N\S. The calculation puts the relative energy (zero: lowest compared OMol25 entry of this formula, charge and spin) at 299.7 kJ/mol.

Structure (XYZ):
```
11
Properties=species:S:1:pos:R:3:mulliken_charge:R:1
H -0.0452 2.1737 0.5328 0.340
N 1.3842 0.7449 0.3592 -0.340
H -1.3025 1.2409 -1.3561 0.277
H -0.5707 -0.5697 1.2263 0.324
N -1.1594 -0.5921 -0.7189 -0.488
H -1.4807 -2.1061 0.6302 0.291
S 1.8719 -0.6250 -0.5817 -0.121
H 2.7133 -1.0546 0.3709 0.167
C 0.2541 1.2500 0.0404 -0.042
C -1.0618 -1.1256 0.4111 -0.292
N -0.6032 0.6636 -0.9143 -0.116
```

DFT (the ωB97M-V functional and the def2-TZVPD basis) results for a structure of composition C2H5N3S3 at a distorted geometry.

As for the total charge: 0. As for the multiplicity: 1. The calculation puts the relative energy (zero: lowest compared OMol25 entry of this formula, charge and spin) at 486.1 kJ/mol.

Structure (XYZ):
```
13
Properties=species:S:1:pos:R:3:mulliken_charge:R:1
S 2.3760 -0.0132 -0.0885 -0.151
S 0.1714 0.5640 -2.7572 -0.223
H 1.4977 -1.6688 1.6149 0.393
C -0.0836 -0.3655 0.8135 0.693
C -0.3389 1.1035 -1.3445 -0.170
H -2.9992 -1.0298 2.9089 0.164
N -0.5561 -0.8608 1.8383 -0.502
H -0.7270 2.0656 -1.2785 0.293
N 1.0560 -1.0248 0.3832 -0.386
H 2.2609 -0.4624 -1.4442 0.139
N -0.7255 0.5856 0.0368 -0.309
S -2.2259 -0.2713 1.9072 -0.235
H -1.0610 1.2955 0.5930 0.294
```

Q: Which calculated total energy values were calculated for the entries above? A: -263.5229, -263.4605, -338.6793, -1360.7876, -981.4473, -1382.8926, -243.2636, -243.3113, -318.6517, -318.5373, -318.7377, -318.6149, -318.7154, -318.6226, -393.7910, -393.8690, -393.8051, -791.9967, -641.5699, -1437.8585, in Ha.